(1)
Here is a 2-piece molecular cluster, C7H14N2O4PS overall from the OMol25 dataset. Energies are from the ωB97M-V functional and the def2-TZVPD basis.

Bonds (Å) are listed after each position.
Element x y z (Å)
1 O 5.52705 -0.53080 1.96585  P2 1.454
2 P 5.39810 -1.32389 0.75414  O1 1.454, O3 1.583, O4 1.586, C5 1.810
3 O 6.35274 -1.00538 -0.46807  P2 1.583, H11 0.967
4 O 5.62638 -2.88854 0.88133  P2 1.586, H12 0.967
5 C 3.71364 -1.15167 0.11491  P2 1.810, C6 1.351, N10 1.392
6 C 2.72234 -0.36485 0.58642  C5 1.351, N7 1.380, H13 1.079
7 N 1.60990 -0.58166 -0.20140  C6 1.380, S8 1.740, C9 1.332
8 S 0.05848 0.18302 -0.01555  N7 1.740, H14 1.340
9 C 1.91303 -1.47484 -1.14237  N7 1.332, N10 1.322, H15 1.080
10 N 3.17437 -1.83183 -0.97327  C5 1.392, C9 1.322, H16 1.012
11 H 6.08584 -0.21449 -0.95537  O3 0.967
12 H 4.85711 -3.35991 1.22848  O4 0.967
13 H 2.75008 0.32679 1.41411  C6 1.079
14 H -0.40632 -0.74280 0.83444  S8 1.340
15 H 1.24028 -1.82840 -1.91037  C9 1.080
16 H 3.68338 -2.48923 -1.54992  N10 1.012
17 C -4.52138 2.16807 -0.79274  C18 1.528, C21 1.521, H22 1.088, H23 1.092
18 C -5.15953 1.06830 0.05438  C17 1.528, C19 1.521, H24 1.091, H25 1.088
19 C -3.94194 0.27278 0.50003  C18 1.521, O20 1.435, H26 1.096, H27 1.090
20 O -2.86207 1.21354 0.59701  C19 1.435, C21 1.437
21 C -3.24558 2.45533 -0.01514  C17 1.521, O20 1.437, H28 1.093, H29 1.091
22 H -5.14759 3.05034 -0.90693  C17 1.088
23 H -4.28377 1.78731 -1.78826  C17 1.092
24 H -5.66227 1.50498 0.91879  C18 1.091
25 H -5.88103 0.46004 -0.48727  C18 1.088
26 H -3.67811 -0.49242 -0.23892  C19 1.096
27 H -4.07706 -0.21073 1.46764  C19 1.090
28 H -3.41779 3.19288 0.77333  C21 1.093
29 H -2.42826 2.80804 -0.64530  C21 1.091

The net charge is +1. Its LUMO energy is -0.134 hartree. The total energy is -38775.628 eV. The calculation puts the HOMO energy at -12.21 eV. For the orbital gap, the calculation gives 8.6 eV.

(2)
Here is an isolated ion of composition C7H14N2S and charge +2 at a distorted geometry from the OMol25 dataset. Energies are from the ωB97M-V functional and the def2-TZVPD basis.

Bonds (Å) are listed after each position.
Element x y z (Å)
1 C -0.51325 2.23981 -0.31114  C2 1.316, H11 1.059, H12 1.050
2 C -1.49378 1.39798 -0.55813  C1 1.316, N3 1.447, H13 1.102
3 N -1.56325 -0.04774 -0.54081  C2 1.447, C4 1.493, C5 1.552, H14 1.043
4 C -2.90651 -0.52332 -0.09362  N3 1.493, H15 1.068, H16 1.141, H17 1.046
5 C -0.40822 -0.82188 0.14843  N3 1.552, C6 1.492, C7 1.448, H18 1.172
6 C -0.58321 -2.29467 -0.01406  C5 1.492, H19 1.168, H20 1.180, H21 1.038
7 C 0.89123 -0.26516 -0.16335  C5 1.448, N8 1.183
8 N 2.06584 -0.31691 -0.29062  C7 1.183, S9 1.552
9 S 3.60401 -0.34748 -0.49337  N8 1.552, C10 1.851
10 C 4.14771 0.86572 0.79403  S9 1.851, H22 1.028, H23 1.168, H24 1.077
11 H -0.67128 3.27024 -0.49732  C1 1.059
12 H 0.47741 2.02851 -0.03591  C1 1.050
13 H -2.47238 1.81652 -0.84284  C2 1.102
14 H -1.52607 -0.20775 -1.57029  N3 1.043
15 H -2.65329 -1.52849 0.16329  C4 1.068
16 H -3.28655 0.03099 0.82820  C4 1.141
17 H -3.64084 -0.38259 -0.82463  C4 1.046
18 H -0.61046 -0.35798 1.20539  C5 1.172
19 H -1.54597 -2.66049 0.53618  C6 1.168
20 H 0.35355 -2.69883 0.57959  C6 1.180
21 H -0.47097 -2.51964 -1.02166  C6 1.038
22 H 4.97798 0.45766 1.24325  C10 1.028
23 H 3.22951 1.15375 1.45619  C10 1.168
24 H 4.59879 1.71172 0.30318  C10 1.077

The net charge is +2. Its LUMO energy is -0.313 hartree. The total energy is -21280.007 eV. As for the SMILES: C=C[N@H+](C)[C@@H](C)C#[N+]SC. The calculation puts the energy above the lowest of the compared OMol25 structures with the same formula, charge and spin at 2.240 eV. The calculation puts the HOMO energy at -17.63 eV. For the orbital gap, the calculation gives 9.1 eV.

(3)
Here is an isolated ion of composition C7H14N3 and charge +1 at a distorted geometry from the OMol25 dataset. Energies are from the ωB97M-V functional and the def2-TZVPD basis.

Bonds (Å) are listed after each position.
Element x y z (Å)
1 C 1.11080 1.72016 -0.29258  N2 1.470, H11 1.088, H12 1.086, H13 1.089
2 N 1.35173 0.27144 -0.34913  C1 1.470, C3 1.475, C4 1.503, H14 1.026
3 C 2.76197 -0.04927 -0.05922  N2 1.475, H15 1.088, H16 1.090, H17 1.087
4 C 0.41524 -0.48497 0.55144  N2 1.503, N5 1.566, C6 1.480, H18 1.091
5 N 0.83186 -1.98128 0.35269  C4 1.566, H19 1.016, H20 1.011
6 C -1.00500 -0.22020 0.23088  C4 1.480, C7 1.418, C10 1.378
7 C -1.62263 -0.27219 -1.04469  C6 1.418, C8 1.367, H21 1.072
8 C -2.95239 -0.01913 -0.85147  C7 1.367, N9 1.354, H22 1.070
9 N -3.16181 0.17681 0.47194  C8 1.354, C10 1.349, H23 1.008
10 C -1.99808 0.05916 1.14487  C6 1.378, N9 1.349, H24 1.070
11 H 1.29727 2.07928 0.71712  C1 1.088
12 H 1.77860 2.23576 -0.97614  C1 1.086
13 H 0.08043 1.94390 -0.56352  C1 1.089
14 H 1.14579 -0.06143 -1.29712  N2 1.026
15 H 3.03474 0.35825 0.91234  C3 1.088
16 H 2.87652 -1.13280 -0.03679  C3 1.090
17 H 3.40621 0.37954 -0.82273  C3 1.087
18 H 0.65620 -0.22613 1.58318  C4 1.091
19 H 0.28510 -2.37310 -0.40936  N5 1.016
20 H 0.60033 -2.50061 1.18911  N5 1.011
21 H -1.15632 -0.47726 -1.98842  C7 1.072
22 H -3.74802 0.03375 -1.56525  C8 1.070
23 H -4.05504 0.37276 0.89497  N9 1.008
24 H -1.93350 0.16754 2.20786  C10 1.070

The net charge is +1. Its LUMO energy is -0.093 hartree. The total energy is -11950.068 eV. As for the SMILES: C[NH+](C)[C@H](N)c1cc[nH]c1. The calculation puts the energy above the lowest of the compared OMol25 structures with the same formula, charge and spin at 0.851 eV. The calculation puts the HOMO energy at -12.20 eV. For the orbital gap, the calculation gives 9.7 eV.

(4)
Here is a 2-piece molecular cluster, C7H14N3 overall at a distorted geometry from the OMol25 dataset. Energies are from the ωB97M-V functional and the def2-TZVPD basis.

Bonds (Å) are listed after each position.
Element x y z (Å)
1 C 2.13738 1.27017 0.26791  C2 1.412, N8 1.317, H11 1.097
2 C 1.55505 0.06501 0.71900  C1 1.412, N9 1.452, H12 1.045
3 C 3.30681 -0.28225 -0.54440  N8 1.334, N9 1.279, H13 1.043
4 C -2.60039 -0.38794 -0.29924  C6 1.542, H14 1.125, H15 1.107, H16 1.113
5 C -1.39624 1.85920 -0.02170  C6 1.545, H17 1.129, H18 1.043, H19 1.057
6 C -1.38516 0.34817 0.29994  C4 1.542, C5 1.545, C7 1.580, H20 1.207
7 C -0.25555 -0.61263 -0.24420  C6 1.580, N10 1.342, H21 1.037
8 N 3.18637 1.04531 -0.49521  C1 1.317, C3 1.334
9 N 2.38683 -0.92921 0.06384  C2 1.452, C3 1.279, H22 1.006
10 N -0.32322 -1.88856 0.16751  C7 1.342, H23 1.037, H24 1.029
11 H 1.78698 2.30084 0.40055  C1 1.097
12 H 0.97580 -0.06413 1.57967  C2 1.045
13 H 3.89722 -0.90957 -1.13246  C3 1.043
14 H -2.71970 -1.36835 0.24017  C4 1.125
15 H -3.48754 0.23361 -0.07075  C4 1.107
16 H -2.59582 -0.59158 -1.39389  C4 1.113
17 H -1.24712 2.04097 -1.12583  C5 1.129
18 H -0.81244 2.48090 0.57892  C5 1.043
19 H -2.41156 2.14422 0.05623  C5 1.057
20 H -1.56677 0.34004 1.49311  C6 1.207
21 H -0.21201 -0.62075 -1.28052  C7 1.037
22 H 2.30139 -1.92848 -0.01055  N9 1.006
23 H -0.64899 -1.92641 1.15166  N10 1.037
24 H 0.12868 -2.61858 -0.39976  N10 1.029

The net charge is +1. Its LUMO energy is -0.168 hartree. The total energy is -11947.340 eV. The calculation puts the energy above the lowest of the compared OMol25 structures with the same formula, charge and spin at 3.580 eV. The calculation puts the HOMO energy at -13.32 eV. For the orbital gap, the calculation gives 8.8 eV.

(5)
Here is a 2-piece molecular cluster, C7H14N3 overall at a distorted geometry from the OMol25 dataset. Energies are from the ωB97M-V functional and the def2-TZVPD basis.

Bonds (Å) are listed after each position.
Element x y z (Å)
1 C 2.04777 2.18628 1.03252  C2 1.202, H11 1.078
2 C 1.59149 2.50031 -0.03393  C1 1.202, H12 1.132
3 C -1.98944 -0.15150 -0.46723  C4 1.330, N8 1.400, N9 1.329
4 C -2.88788 -1.11452 -0.65198  C3 1.330, H13 1.023, H14 1.153
5 C 0.27229 -0.72564 0.39484  C6 1.444, N8 1.336, N10 1.368
6 C -0.00881 -0.93854 1.79500  C5 1.444, H15 1.062, H16 1.054, H17 1.158
7 C 2.00214 -0.69623 -1.25237  N10 1.470, H18 1.066, H19 1.106, H20 1.093
8 N -0.61671 -0.41412 -0.55214  C3 1.400, C5 1.336, H21 1.026
9 N -2.31104 1.11336 -0.21872  C3 1.329, H22 1.068, H23 1.033
10 N 1.60871 -0.89002 0.15117  C5 1.368, C7 1.470, H24 1.024
11 H 2.20718 2.29476 2.09285  C1 1.078
12 H 1.52818 2.79315 -1.12554  C2 1.132
13 H -2.74732 -2.12072 -0.77387  C4 1.023
14 H -3.99754 -0.80244 -0.68336  C4 1.153
15 H -0.61812 -0.14477 2.15036  C6 1.062
16 H 0.86115 -1.00219 2.38699  C6 1.054
17 H -0.74798 -1.82013 1.92391  C6 1.158
18 H 1.38490 0.09314 -1.61576  C7 1.066
19 H 3.05593 -0.42889 -1.04972  C7 1.106
20 H 1.99224 -1.61392 -1.84687  C7 1.093
21 H -0.22005 -0.27193 -1.48745  N8 1.026
22 H -3.19239 1.46797 -0.70702  N9 1.068
23 H -1.54255 1.79862 -0.30686  N9 1.033
24 H 2.32783 -1.11204 0.84523  N10 1.024

The net charge is +1. Its LUMO energy is -0.106 hartree. The total energy is -11946.501 eV. The calculation puts the energy above the lowest of the compared OMol25 structures with the same formula, charge and spin at 4.419 eV. The calculation puts the HOMO energy at -12.19 eV. For the orbital gap, the calculation gives 9.3 eV.

(6)
Here is a 2-piece molecular cluster, C7H14N3O overall at a distorted geometry from the OMol25 dataset. Energies are from the ωB97M-V functional and the def2-TZVPD basis.

Bonds (Å) are listed after each position.
Element x y z (Å)
1 C -0.06405 1.26649 -2.09183  C2 1.353, N8 1.410, H12 1.071
2 C -0.20054 -0.07996 -2.10266  C1 1.353, C4 1.510, N9 1.393
3 C -0.34575 0.60928 0.03557  C7 1.412, N8 1.390, N9 1.395
4 C -0.16219 -0.89324 -3.37478  C2 1.510, H13 1.129, H14 1.016, H15 1.039
5 C -1.08999 -0.83015 1.86810  C7 1.520, H16 1.074, H17 1.012, H18 1.140
6 C 1.85972 0.07809 0.99039  O11 1.325, H19 1.197, H20 1.007
7 C -0.75247 0.57141 1.38719  C3 1.412, C5 1.520, N10 1.344
8 N -0.24569 1.73453 -0.77450  C1 1.410, C3 1.390, H21 1.007
9 N -0.42497 -0.50814 -0.79590  C2 1.393, C3 1.395, H22 1.004
10 N -0.64245 1.63987 2.19559  C7 1.344, H23 1.002, H24 1.031
11 O 1.78078 -1.24399 1.01857  C6 1.325, H25 0.983
12 H 0.13073 2.07756 -2.76359  C1 1.071
13 H -1.08117 -1.21502 -3.94623  C4 1.129
14 H 0.39609 -0.38680 -4.05531  C4 1.016
15 H 0.44777 -1.73330 -3.32276  C4 1.039
16 H -1.97563 -1.36179 1.57369  C5 1.074
17 H -1.13529 -1.01674 2.86182  C5 1.012
18 H -0.29045 -1.60217 1.61477  C5 1.140
19 H 2.25801 0.69629 1.93475  C6 1.197
20 H 2.13557 0.41157 0.08068  C6 1.007
21 H 0.41726 2.48544 -0.67097  N8 1.007
22 H -1.04968 -1.29320 -0.75898  N9 1.004
23 H -0.16791 2.48950 1.95492  N10 1.002
24 H -1.03639 1.53065 3.14176  N10 1.031
25 H 2.45777 -1.72650 1.54322  O11 0.983

The net charge is +1. Its LUMO energy (spin up / spin down) is -0.117 / -0.153 hartree. The total energy is -13993.674 eV. The calculation puts the energy above the lowest of the compared OMol25 structures with the same formula, charge and spin at 4.129 eV. The calculation puts the HOMO energy (spin up / spin down) at -10.72 / -11.04 eV. For the orbital gap (spin up / spin down), the calculation gives 7.5 / 6.9 eV.

> Which value of net charge does entry 6 give?

+1